Record 1
DFT (the ωB97M-V functional and the def2-TZVPD basis) results for an isolated ion of composition C6H11NO5PS and charge +1 in a non-equilibrium geometry.

Values from the calculation:
SMILES: COC1=[N+](P(O)(O)=S)CCCC(=O)O1
E (Ha): -1405.53463
Kohn-Sham gap (eV): 10.3
ΔE to the lowest compared entry with this formula, charge and spin (kcal/mol): 21.2

Structure (ORCA input):
```
! RIJCOSX wB97M-V def2-TZVPD def2/J DEFGRID3
* xyz 1 1
C 0.624 0.806 3.009
O 0.902 0.807 1.580
C 0.175 0.069 0.795
N 0.454 0.157 -0.467
P 1.904 1.068 -0.974
O 3.020 0.398 0.009
O 2.043 0.250 -2.320
S 1.674 2.961 -0.845
C -0.469 -0.081 -1.550
C -1.939 -0.003 -1.147
C -2.354 -1.333 -0.518
C -1.287 -1.705 0.421
O -0.743 -2.732 0.644
O -0.823 -0.615 1.262
H 0.382 -0.300 3.101
H -0.388 1.255 3.090
H 1.338 1.230 3.611
H 3.356 0.985 0.727
H 2.712 -0.337 -2.312
H -0.228 -1.091 -1.960
H -0.175 0.704 -2.305
H -2.566 0.135 -2.038
H -2.053 0.842 -0.589
H -2.322 -2.136 -1.248
H -3.239 -1.335 0.024
*
```

***

Record 2
DFT (the ωB97M-V functional and the def2-TZVPD basis) results for an isolated ion of composition C6H11NO6P and charge +1 in a non-equilibrium geometry.

Values from the calculation:
E (Ha): -1082.42656
Kohn-Sham gap (eV): 8.0
ΔE to the lowest compared entry with this formula, charge and spin (kcal/mol): 27.1

Structure (ORCA input):
```
! RIJCOSX wB97M-V def2-TZVPD def2/J DEFGRID3
* xyz 1 1
C 0.443 0.690 -0.608
C 0.012 -0.528 -1.356
C -0.811 -0.249 1.419
C 0.370 0.594 0.914
C -1.440 -0.981 0.445
C -0.034 -0.334 -2.849
N -0.818 -0.436 2.790
O 1.945 0.185 3.114
O -1.264 -1.031 -0.847
O 1.746 1.075 -0.945
O 0.630 1.835 1.652
O -2.547 -1.892 0.950
O 1.267 -0.166 -3.359
P 2.052 0.615 1.685
H -0.212 1.639 -0.874
H 0.726 -1.315 -0.996
H -0.681 0.432 -3.156
H -0.617 -1.260 -3.241
H -0.787 0.430 3.148
H 1.106 -0.337 3.276
H -1.484 -1.073 3.108
H 1.914 0.892 -1.855
H 0.517 2.613 1.231
H -3.211 -2.042 0.191
H 1.178 0.644 -3.839
*
```

***

Record 3
DFT (the ωB97M-V functional and the def2-TZVPD basis) results for one molecule with the formula C6H11NOS in a non-equilibrium geometry.

Values from the calculation:
E (Ha): -763.19502
Kohn-Sham gap (alpha / beta) (eV): 7.5 / 7.5
ΔE to the lowest compared entry with this formula, charge and spin (kcal/mol): 132.7

Structure (ORCA input):
```
! RIJCOSX wB97M-V def2-TZVPD def2/J DEFGRID3
* xyz 0 1
C -0.219 0.001 0.620
C 0.335 -1.177 1.162
C -0.528 0.140 -0.745
C 0.898 -1.086 2.584
C -0.026 2.493 -1.501
C -1.162 1.387 -1.218
N -0.578 -2.459 -0.432
O 0.259 -2.387 0.637
S 0.083 -0.992 -1.885
H -0.244 0.879 1.200
H 1.458 -0.198 2.802
H 1.464 -1.983 2.786
H -0.143 -1.071 3.144
H 0.063 2.663 -2.525
H 0.871 2.075 -1.121
H -0.242 3.337 -0.872
H -1.647 1.285 -2.137
H -1.640 1.824 -0.466
H -0.271 -3.378 -0.674
H 1.269 -1.352 -1.359
*
```

***

Record 4
DFT (the ωB97M-V functional and the def2-TZVPD basis) results for one molecule with the formula C6H11NS in a non-equilibrium geometry.

Values from the calculation:
SMILES: C[C@]12CNC[C@@]1(S)C2
E (Ha): -688.08791
Kohn-Sham gap (eV): 9.2
ΔE to the lowest compared entry with this formula, charge and spin (kcal/mol): 38.5

Structure (ORCA input):
```
! RIJCOSX wB97M-V def2-TZVPD def2/J DEFGRID3
* xyz 0 1
C -0.567 1.959 -0.536
C 0.118 0.771 0.117
C 1.555 0.234 -0.245
N 1.521 -1.167 -0.311
C 0.126 -1.649 -0.433
C -0.785 -0.476 0.178
S -2.500 -0.523 -0.232
C -0.200 0.189 1.362
H -0.634 1.807 -1.622
H -1.517 2.164 -0.151
H -0.071 2.895 -0.473
H 1.901 0.686 -1.235
H 2.334 0.525 0.454
H 2.154 -1.777 0.176
H -0.048 -1.643 -1.510
H -0.153 -2.571 -0.012
H -2.844 -1.618 0.414
H -0.895 0.595 2.073
H 0.506 -0.401 1.984
*
```

***

Question: The lowest E belongs to which entry?
Answer: C6H11NO5PS

***

Question: Which formula does entry 4 have?
Answer: C6H11NS

***

Question: Among the records above, which one has the highest E?
Answer: C6H11NS